Density functional theory data (ωB97M-V/def2-TZVPD) for a structure of composition C8H26BCoNO3P2 at a distorted geometry.

Positions of all 42 atoms, in Å:
Co  -0.61888  0.14608  -0.24597
H  2.44837  -1.82928  0.30201
H  1.44015  0.13533  1.06568
P  0.76020  1.21054  -1.72778
P  -1.35265  -1.24285  1.42016
C  -2.37649  -2.51172  0.59317
H  -2.86116  -3.13498  1.35291
H  -3.13376  -2.01057  -0.02341
H  -1.73646  -3.13358  -0.04398
C  -0.29448  -2.22456  2.55480
H  0.21548  -1.57726  3.28086
H  -0.94191  -2.91976  3.10411
H  0.44524  -2.79783  1.98275
C  -2.59573  -0.52731  2.56871
H  -3.38813  -0.02959  1.99502
H  -3.04116  -1.34027  3.15718
H  -2.12173  0.19193  3.24816
C  2.25106  0.37188  -2.38892
H  2.62894  0.94676  -3.24360
H  3.03707  0.29495  -1.62853
H  1.97484  -0.63313  -2.73020
C  -0.19086  1.48890  -3.27644
H  -1.04575  2.15117  -3.08443
H  0.46253  1.95078  -4.02735
H  -0.55296  0.52473  -3.65672
C  1.38485  2.92202  -1.45096
H  2.15017  2.95061  -0.66528
H  1.83290  3.29277  -2.38260
H  0.55909  3.59085  -1.17670
C  -0.77291  1.58904  0.73176
O  -1.17102  2.56789  1.25042
H  2.83493  0.94475  1.41192
H  2.05647  0.07090  2.59300
H  3.25679  -1.95419  2.15586
H  4.19839  -0.87576  0.66910
B  3.13308  -1.25029  1.15632
N  2.33220  0.06341  1.59834
H  0.68142  -0.61591  -0.00565
O  -4.01874  0.62959  -2.28361
C  -3.00366  0.83136  -1.62739
O  -2.19258  -0.12535  -1.20907
H  -2.67314  1.86796  -1.31361

Charge = +1
HOMO-LUMO gap (alpha / beta) = 6.721 / 5.790 eV
Spin multiplicity = 5
E_LUMO (alpha / beta) = -0.161 / -0.265 Eh

For each atom in turn, the Löwdin charge in e is: atom 1 (Co): 0.244, atom 2 (H): 0.000, atom 3 (H): -0.013, atom 4 (P): 0.808, atom 5 (P): 0.809, atom 6 (C): -0.225, atom 7 (H): 0.064, atom 8 (H): 0.050, atom 9 (H): 0.065, atom 10 (C): -0.221, atom 11 (H): 0.051, atom 12 (H): 0.063, atom 13 (H): 0.054, atom 14 (C): -0.232, atom 15 (H): 0.060, atom 16 (H): 0.063, atom 17 (H): 0.052, atom 18 (C): -0.221, atom 19 (H): 0.062, atom 20 (H): 0.045, atom 21 (H): 0.065, atom 22 (C): -0.228, atom 23 (H): 0.050, atom 24 (H): 0.065, atom 25 (H): 0.067, atom 26 (C): -0.229, atom 27 (H): 0.050, atom 28 (H): 0.065, atom 29 (H): 0.052, atom 30 (C): -0.178, atom 31 (O): 0.182, atom 32 (H): 0.127, atom 33 (H): 0.125, atom 34 (H): 0.014, atom 35 (H): 0.012, atom 36 (B): -0.423, atom 37 (N): 0.057, atom 38 (H): 0.004, atom 39 (O): 0.080, atom 40 (C): -0.452, atom 41 (O): -0.214, atom 42 (H): 0.132

***

Density functional theory data (ωB97M-V/def2-TZVPD) for a structure of composition C8H26BrFe2O6 at a distorted geometry.

Positions of all 43 atoms, in Å:
Fe  -0.31998  -0.20695  -2.27048
Fe  -0.41647  2.44631  -0.76432
O  -0.16475  1.74950  -2.58126
H  0.51829  2.26834  -3.00813
O  -0.34212  0.46945  -0.31615
H  0.39851  -0.01553  0.05914
Br  2.25294  -0.70711  -2.19414
C  -4.20489  -1.97209  1.39594
C  -2.90092  -1.25803  1.68478
O  -1.85509  -1.65279  0.81465
H  -4.57549  -1.78578  0.38284
H  -5.01391  -1.65254  2.04899
H  -4.03181  -3.04770  1.44803
H  -2.64711  -1.45987  2.73046
H  -3.04168  -0.17134  1.66135
H  -1.40874  -0.84599  0.50425
C  -0.75550  -4.63779  -1.82864
C  0.12246  -3.39809  -1.85120
O  -0.71812  -2.22605  -1.57308
H  -0.16601  -5.50614  -2.12804
H  -1.57112  -4.52192  -2.53964
H  -1.16648  -4.86051  -0.84266
H  0.49112  -3.27974  -2.86809
H  0.94990  -3.32151  -1.14899
H  -1.15306  -2.39379  -0.70851
C  0.58138  1.43163  3.35756
C  -0.54868  2.02748  2.53153
O  0.05960  2.79521  1.42472
H  1.30090  2.11430  3.80547
H  1.10786  0.78575  2.65130
H  0.17110  0.82637  4.16884
H  -1.15676  2.73959  3.09343
H  -1.17418  1.24385  2.11759
H  0.43670  3.56101  1.87552
C  4.13989  2.67131  -1.77210
C  3.14315  3.15532  -0.75464
O  1.94381  2.34825  -0.80349
H  3.72288  2.60509  -2.77756
H  4.51817  1.70705  -1.43174
H  4.99671  3.33487  -1.90871
H  2.82154  4.17849  -0.94471
H  3.53915  3.05934  0.25691
H  2.11681  1.40280  -0.99699

Charge = +1
Energy above the lowest of the compared OMol25 structures with the same formula, charge and spin = 0.0 kcal/mol
HOMO-LUMO gap (alpha / beta) = 7.935 / 7.454 eV
Spin multiplicity = 9
E_LUMO (alpha / beta) = -0.150 / -0.164 Eh

For each atom in turn, the Löwdin charge in e is: atom 1 (Fe): 0.732, atom 2 (Fe): 1.035, atom 3 (O): -0.415, atom 4 (H): 0.024, atom 5 (O): -0.423, atom 6 (H): 0.003, atom 7 (Br): 0.095, atom 8 (C): -0.077, atom 9 (C): -0.313, atom 10 (O): -0.107, atom 11 (H): 0.077, atom 12 (H): 0.080, atom 13 (H): 0.081, atom 14 (H): 0.115, atom 15 (H): 0.105, atom 16 (H): 0.023, atom 17 (C): -0.065, atom 18 (C): -0.277, atom 19 (O): -0.214, atom 20 (H): 0.087, atom 21 (H): 0.084, atom 22 (H): 0.081, atom 23 (H): 0.098, atom 24 (H): 0.099, atom 25 (H): 0.069, atom 26 (C): -0.055, atom 27 (C): -0.230, atom 28 (O): -0.153, atom 29 (H): 0.084, atom 30 (H): 0.081, atom 31 (H): 0.090, atom 32 (H): 0.122, atom 33 (H): 0.084, atom 34 (H): 0.113, atom 35 (C): -0.085, atom 36 (C): -0.263, atom 37 (O): -0.208, atom 38 (H): 0.081, atom 39 (H): 0.075, atom 40 (H): 0.086, atom 41 (H): 0.116, atom 42 (H): 0.116, atom 43 (H): -0.050

***

Density functional theory data (ωB97M-V/def2-TZVPD) for a structure of composition C8H26Fe2O6 at a distorted geometry.

Positions of all 42 atoms, in Å:
Fe  -1.00865  -1.61823  -2.01871
Fe  1.88265  -2.59910  -1.75571
O  0.46750  -2.53451  -3.08701
H  0.51462  -2.02483  -3.90762
O  0.53082  -1.62980  -0.69040
H  0.73341  -0.82356  -0.19410
C  2.84434  1.05092  2.64416
C  1.57435  1.15133  1.83035
O  1.80691  1.65720  0.49104
H  2.57382  0.92564  3.69594
H  3.41589  1.97175  2.56143
H  3.43609  0.17965  2.36560
H  0.87855  1.84426  2.29335
H  1.10631  0.15222  1.76112
H  2.37974  1.03442  0.03420
C  -0.48185  2.63112  -3.70430
C  -0.68651  1.21211  -4.11632
O  -0.33040  0.30018  -3.01909
H  0.45724  2.73625  -3.15078
H  -1.25188  2.93831  -2.98880
H  -0.51337  3.29473  -4.56031
H  -0.11810  0.95909  -5.01596
H  -1.72660  0.99378  -4.36243
H  0.58665  0.47187  -2.77672
C  -0.21971  -1.53740  3.66781
C  0.12273  -2.86258  3.00809
O  1.05061  -2.72954  1.90404
H  -1.15436  -1.11521  3.28454
H  0.58341  -0.82260  3.47917
H  -0.32346  -1.63658  4.74587
H  -0.77196  -3.39476  2.67627
H  0.63372  -3.50991  3.71616
H  0.63447  -2.34766  1.13412
C  -1.74181  1.36229  0.44773
C  -2.42970  0.02245  0.17369
O  -2.37345  -0.32189  -1.29586
H  -1.01050  1.58706  -0.33169
H  -1.27868  1.32276  1.42498
H  -2.47337  2.16442  0.33663
H  -3.48587  0.03641  0.42572
H  -1.95353  -0.81977  0.67126
H  -2.88006  0.32772  -1.79745

Charge = +2
Energy above the lowest of the compared OMol25 structures with the same formula, charge and spin = 16.2 kcal/mol
HOMO-LUMO gap (alpha / beta) = 6.626 / 6.533 eV
Spin multiplicity = 9
E_LUMO (alpha / beta) = -0.335 / -0.338 Eh

For each atom in turn, the Löwdin charge in e is: atom 1 (Fe): 1.030, atom 2 (Fe): 1.267, atom 3 (O): -0.378, atom 4 (H): 0.041, atom 5 (O): -0.389, atom 6 (H): 0.020, atom 7 (C): -0.066, atom 8 (C): -0.318, atom 9 (O): -0.092, atom 10 (H): 0.087, atom 11 (H): 0.090, atom 12 (H): 0.079, atom 13 (H): 0.117, atom 14 (H): 0.066, atom 15 (H): 0.062, atom 16 (C): -0.057, atom 17 (C): -0.236, atom 18 (O): -0.166, atom 19 (H): 0.091, atom 20 (H): 0.087, atom 21 (H): 0.099, atom 22 (H): 0.126, atom 23 (H): 0.125, atom 24 (H): 0.093, atom 25 (C): -0.067, atom 26 (C): -0.266, atom 27 (O): -0.110, atom 28 (H): 0.066, atom 29 (H): 0.050, atom 30 (H): 0.087, atom 31 (H): 0.112, atom 32 (H): 0.119, atom 33 (H): -0.011, atom 34 (C): -0.034, atom 35 (C): -0.159, atom 36 (O): -0.167, atom 37 (H): 0.071, atom 38 (H): 0.074, atom 39 (H): 0.096, atom 40 (H): 0.131, atom 41 (H): 0.102, atom 42 (H): 0.126

***

Density functional theory data (ωB97M-V/def2-TZVPD) for a structure of composition C8H26KO9 at a distorted geometry.

Positions of all 44 atoms, in Å:
K  -0.99574  0.22954  0.89632
O  -2.12636  1.19606  -1.36945
H  -2.87094  0.60149  -1.52702
H  -2.54696  2.08686  -1.09989
C  -3.52175  -2.26108  -0.53410
C  -3.85973  -2.12719  -1.94566
O  -3.83454  -0.78938  -2.44587
O  -2.21962  -1.79261  -0.21320
H  -3.51746  -3.32533  -0.34512
H  -4.21369  -1.75259  0.17162
H  -4.83194  -2.57470  -2.13026
H  -3.14453  -2.73150  -2.47703
H  -4.06781  -0.61091  -3.37305
H  -1.57824  -1.83958  -0.91859
C  3.14089  -0.65905  2.42906
C  2.35820  -1.88635  2.06469
O  0.94359  -1.60205  2.16646
O  2.69886  0.44708  1.54939
H  4.15289  -0.85370  2.22762
H  3.00642  -0.31599  3.44403
H  2.60726  -2.59007  2.84682
H  2.65571  -2.26235  1.04365
H  0.57290  -2.52435  2.15602
H  1.94604  0.80473  2.01701
C  0.71139  3.48708  2.22973
C  1.04946  3.43161  0.78542
O  -0.08118  2.85674  0.08294
O  0.29343  2.20589  2.77230
H  -0.04537  4.24824  2.38098
H  1.62095  3.73761  2.68499
H  1.93112  2.75836  0.60357
H  1.30286  4.49143  0.46596
H  0.28175  2.56626  -0.73084
H  0.16549  2.19742  3.71156
C  1.92539  -0.55613  -1.62711
C  0.94475  -0.88021  -2.74366
O  -0.37818  -0.90817  -2.12958
O  1.42721  0.60549  -0.94927
H  2.99538  -0.49907  -1.87116
H  1.90161  -1.49559  -0.97464
H  1.10108  -1.86686  -3.16751
H  0.96474  -0.06327  -3.52707
H  -0.92139  -0.09959  -2.36565
H  2.05604  0.91578  -0.26443

Charge = +1
HOMO-LUMO gap = 10.599 eV
E_LUMO = -0.088 Eh

For each atom in turn, the Löwdin charge in e is: atom 1 (K): 0.892, atom 2 (O): -0.142, atom 3 (H): 0.007, atom 4 (H): 0.118, atom 5 (C): -0.225, atom 6 (C): -0.228, atom 7 (O): -0.067, atom 8 (O): -0.167, atom 9 (H): 0.127, atom 10 (H): 0.147, atom 11 (H): 0.133, atom 12 (H): 0.125, atom 13 (H): 0.122, atom 14 (H): 0.037, atom 15 (C): -0.156, atom 16 (C): -0.221, atom 17 (O): -0.125, atom 18 (O): -0.093, atom 19 (H): 0.110, atom 20 (H): 0.129, atom 21 (H): 0.122, atom 22 (H): 0.133, atom 23 (H): 0.119, atom 24 (H): 0.034, atom 25 (C): -0.203, atom 26 (C): -0.203, atom 27 (O): -0.103, atom 28 (O): -0.093, atom 29 (H): 0.131, atom 30 (H): 0.111, atom 31 (H): 0.121, atom 32 (H): 0.155, atom 33 (H): 0.043, atom 34 (H): 0.090, atom 35 (C): -0.215, atom 36 (C): -0.174, atom 37 (O): -0.133, atom 38 (O): -0.123, atom 39 (H): 0.131, atom 40 (H): 0.122, atom 41 (H): 0.120, atom 42 (H): 0.145, atom 43 (H): 0.088, atom 44 (H): 0.059

***

In order of appearance, energy = -2690.83232, -5873.09606, -3298.60688, -1597.30520 a.u..